1.
{
  "formula": "C4H8N2OS",
  "method": "ωB97M-V with the def2-TZVPD basis set",
  "species": ["C", "C", "C", "C", "H", "H", "H", "H", "H", "H", "H", "H", "N", "N", "O", "S"],
  "xyz": [[-1.307, 0.548, -1.248], [-0.807, -0.698, -0.709], [0.390, -0.656, 0.036], [0.871, 0.550, 0.780], [-1.913, 1.084, 0.620], [-2.056, 2.395, -0.666], [-0.887, -1.445, -1.451], [1.028, -2.797, -0.515], [2.348, -1.951, 0.503], [1.590, 0.919, -0.060], [0.102, 1.259, 1.178], [1.080, 0.205, 2.769], [-1.681, 1.479, -0.369], [1.184, -1.806, 0.080], [1.613, 0.160, 1.924], [-1.554, 0.753, -2.873]],
  "forces_ev_per_angstrom": [[-1.18, -0.08, -0.53], [2.87, 0.87, 0.85], [-2.14, -2.68, -0.92], [1.05, 0.07, -0.07], [0.48, 1.44, -2.56], [0.29, -1.20, 0.22], [-0.05, -1.12, -0.32], [-0.18, 4.33, 1.92], [-5.23, 1.57, -1.42], [-0.92, 0.51, 1.90], [0.71, -0.56, -1.51], [0.71, -0.02, -1.84], [-1.01, 0.42, 3.15], [4.18, -3.71, -0.11], [0.20, 0.01, 1.46], [0.23, 0.15, -0.21]],
  "gap_ev": 7.9,
  "molar_mass_g_mol": 132.2,
  "lumo_energy_ev": 0.293,
  "multiplicity": 1,
  "total_energy_ev": -20137.7085,
  "de_lowest_kcal_mol": 72.1,
  "fmax_ev_per_a": 5.65,
  "smiles": "NC(=S)/C=C(/N)CO"
}

---

2.
{
  "formula": "C26H72Cd2N4O13",
  "method": "ωB97M-V with the def2-TZVPD basis set",
  "species": ["Cd", "Cd", "C", "O", "H", "H", "H", "C", "O", "H", "H", "H", "C", "O", "C", "C", "N", "C", "C", "O", "C", "H", "H", "H", "H", "H", "H", "H", "H", "H", "H", "H", "H", "H", "H", "H", "C", "O", "C", "C", "N", "C", "C", "O", "C", "H", "H", "H", "H", "H", "H", "H", "H", "H", "H", "H", "H", "H", "H", "H", "C", "O", "C", "C", "N", "C", "C", "O", "C", "H", "H", "H", "H", "H", "H", "H", "H", "H", "H", "H", "H", "H", "H", "H", "C", "O", "C", "C", "N", "C", "C", "O", "C", "H", "H", "H", "H", "H", "H", "H", "H", "H", "H", "H", "H", "H", "H", "H", "O", "H", "H", "O", "H", "H", "O", "H", "H"],
  "xyz": [[0.822, 1.077, -4.224], [2.414, 3.231, -2.239], [1.036, 4.421, -4.910], [1.512, 3.256, -4.267], [1.123, 5.154, -4.108], [1.687, 4.667, -5.749], [0.008, 4.260, -5.236], [1.434, 0.100, -1.194], [1.529, 1.216, -2.070], [0.909, -0.731, -1.665], [2.444, -0.307, -1.137], [1.150, 0.220, -0.148], [-1.172, -0.320, 6.657], [-0.433, -0.125, 5.475], [0.945, 0.193, 5.429], [1.813, -1.092, 5.586], [2.168, -1.739, 4.379], [2.577, -0.987, 3.239], [3.270, -1.865, 2.238], [4.474, -2.474, 2.752], [5.639, -1.672, 2.782], [-0.784, -1.211, 7.151], [-2.199, -0.326, 6.292], [-1.000, 0.525, 7.324], [1.172, 0.931, 6.198], [1.151, 0.572, 4.428], [1.361, -1.819, 6.261], [2.706, -0.796, 6.137], [2.740, -2.560, 4.525], [3.123, -0.109, 3.584], [1.775, -0.446, 2.735], [3.511, -1.320, 1.325], [2.604, -2.645, 1.868], [6.070, -1.581, 1.785], [6.298, -2.094, 3.540], [5.298, -0.719, 3.185], [-1.885, 2.329, -0.741], [-2.194, 3.705, -0.257], [-3.024, 4.477, -1.119], [-4.518, 4.395, -0.422], [-5.357, 5.487, -0.862], [-6.618, 5.536, -0.066], [-6.496, 5.999, 1.437], [-6.244, 7.388, 1.586], [-6.207, 7.980, 2.891], [-0.948, 1.914, -0.368], [-1.991, 1.978, -1.767], [-2.650, 1.736, -0.241], [-3.011, 4.203, -2.174], [-2.634, 5.491, -1.205], [-4.214, 4.421, 0.625], [-4.894, 3.432, -0.766], [-5.070, 6.455, -0.843], [-7.016, 4.539, -0.257], [-7.377, 6.167, -0.527], [-5.753, 5.391, 1.953], [-7.416, 5.618, 1.880], [-5.929, 7.292, 3.689], [-7.202, 8.263, 3.237], [-5.551, 8.849, 2.834], [3.082, -5.377, 0.539], [3.457, -4.570, -0.634], [2.543, -4.509, -1.687], [3.093, -3.539, -2.814], [4.267, -4.020, -3.621], [5.534, -4.148, -2.898], [6.170, -2.790, -2.378], [6.228, -1.786, -3.467], [6.439, -0.452, -3.131], [3.820, -5.339, 1.340], [3.030, -6.416, 0.214], [2.134, -4.903, 0.793], [1.698, -4.115, -1.123], [2.283, -5.438, -2.195], [3.297, -2.505, -2.537], [2.250, -3.593, -3.503], [4.111, -4.894, -4.102], [6.230, -4.774, -3.457], [5.552, -4.843, -2.058], [7.194, -2.931, -2.034], [5.521, -2.288, -1.660], [5.720, -0.169, -2.362], [6.185, 0.111, -4.029], [7.445, -0.225, -2.779], [-4.843, -4.753, -2.056], [-4.908, -3.317, -1.824], [-3.846, -2.493, -2.200], [-2.486, -2.717, -1.573], [-2.579, -2.265, -0.195], [-1.635, -1.208, 0.026], [-1.888, -0.658, 1.480], [-3.115, 0.047, 1.716], [-4.279, -0.775, 1.872], [-4.740, -5.000, -3.112], [-5.807, -5.089, -1.674], [-4.121, -5.232, -1.394], [-4.183, -1.465, -2.073], [-3.602, -2.589, -3.258], [-1.824, -2.103, -2.183], [-2.176, -3.762, -1.570], [-3.533, -2.053, 0.061], [-1.526, -0.404, -0.701], [-0.627, -1.616, 0.103], [-1.104, 0.070, 1.689], [-1.716, -1.524, 2.121], [-5.032, -0.255, 2.463], [-3.970, -1.566, 2.555], [-4.742, -1.202, 0.982], [0.560, 3.967, -1.455], [-0.285, 3.708, -1.822], [0.383, 4.115, -0.527], [4.743, 0.711, -0.295], [4.639, 1.350, -1.000], [5.234, -0.007, -0.693], [0.511, -1.156, -4.146], [-0.415, -1.143, -4.390], [0.652, -2.032, -3.787]],
  "forces_ev_per_angstrom": [[1.31, 1.10, 1.34], [-0.73, -1.07, -0.64], [0.17, 0.19, 0.29], [0.44, -3.07, 0.95], [-0.53, 0.76, -0.63], [-0.18, 0.15, -0.03], [0.03, 0.41, -0.02], [2.01, -1.40, -0.41], [-0.65, 1.04, -1.09], [-0.65, 0.32, 0.14], [0.21, -0.10, 0.34], [-0.58, 0.79, -0.25], [1.41, 0.56, -0.27], [-0.22, 0.43, -2.02], [-0.47, -1.89, 0.71], [0.37, 1.21, 1.32], [-0.99, -1.35, -1.17], [0.07, 0.66, 0.55], [1.41, 0.11, -0.32], [-1.11, -0.96, -0.33], [-1.36, 0.41, 0.69], [-0.70, -0.32, 0.22], [0.01, -0.44, 0.61], [-0.26, 0.17, 0.27], [0.27, 0.09, 0.02], [-0.26, 0.44, 0.22], [-0.46, 0.09, -0.09], [0.51, 0.38, 0.16], [0.04, 0.16, -0.05], [1.18, 0.15, -0.18], [-0.78, -0.50, -0.30], [0.20, 0.50, -0.09], [0.04, -0.38, 0.54], [0.28, 0.06, 0.07], [0.20, -0.16, -0.45], [0.58, 0.55, -0.26], [-1.74, -0.11, 2.07], [2.22, -1.59, -2.13], [-2.17, 0.35, 0.77], [3.20, 1.69, -1.80], [-1.94, 0.26, 0.39], [0.51, 0.27, -0.08], [-0.25, -1.23, -0.40], [-0.01, -0.32, -0.53], [-0.63, -0.75, -0.08], [0.26, 0.70, 0.24], [-0.04, 1.22, -0.77], [0.05, -0.39, 0.09], [-0.19, -0.90, -0.04], [-0.11, 0.29, 0.82], [-0.47, -0.33, 0.27], [-0.46, 0.06, 0.44], [1.39, -0.29, 0.07], [-0.34, -0.22, 1.15], [0.36, 0.39, -0.28], [0.58, 0.13, 0.05], [-0.54, 0.66, 0.31], [0.78, -0.27, -0.21], [-0.26, 0.42, -0.45], [-0.08, -0.19, 0.09], [-0.21, 0.79, -2.01], [2.28, -0.93, 0.86], [0.89, 1.56, 0.66], [0.25, -2.10, -0.35], [-0.21, 0.60, 1.29], [1.04, 0.57, 0.72], [-0.60, 0.61, -2.27], [-0.05, -1.66, -0.15], [-0.38, -0.64, 0.02], [0.04, 0.63, -0.32], [-0.53, -0.07, 0.16], [-0.29, -0.75, 0.80], [-1.24, 0.32, -1.01], [0.13, -0.45, 0.24], [-0.11, -0.09, 0.42], [-0.19, 0.51, -0.48], [-0.46, 0.02, 0.05], [0.24, 0.92, -1.08], [-0.86, 0.44, 0.89], [-0.19, -0.23, 0.40], [0.02, -0.49, 0.70], [-0.12, 0.28, 0.23], [0.31, 0.19, 0.01], [0.16, 0.04, -0.03], [-0.50, 1.13, 0.87], [0.01, -0.46, 0.30], [0.39, -0.99, -1.67], [-1.75, -0.22, 1.19], [1.36, 0.16, -0.78], [-0.48, 0.25, 3.13], [0.28, 0.49, -1.15], [0.08, -0.52, -0.95], [0.64, -0.28, 1.59], [0.21, 0.03, 0.04], [-0.03, -0.09, -0.37], [0.44, 0.04, -0.34], [0.04, 0.05, 0.32], [-0.61, -0.20, -0.80], [0.52, 0.09, 0.14], [0.10, -0.07, -0.52], [0.27, 0.16, -0.18], [-0.67, 0.35, -0.58], [0.24, -0.37, -0.08], [0.00, 0.10, 0.20], [-0.46, 0.06, 0.42], [0.07, 0.51, -0.43], [-0.17, -0.58, -0.22], [0.10, 0.34, -0.18], [0.35, 0.76, 0.26], [-0.50, -0.18, -0.22], [-0.32, 0.22, 0.63], [-0.57, 0.30, 0.44], [0.31, 0.01, -0.18], [0.26, -0.27, 0.00], [-0.55, 1.31, -0.68], [-0.63, -0.63, -0.20], [0.69, -0.51, 0.44]],
  "gap_ev": 2.3,
  "molar_mass_g_mol": 873.7,
  "total_charge": 2,
  "lumo_energy_ev": -9.200,
  "multiplicity": 1,
  "total_energy_ev": -69807.9593,
  "fmax_ev_per_a": 4.04
}

---

3.
{
  "formula": "C2H8O3",
  "method": "ωB97M-V with the def2-TZVPD basis set",
  "species": ["C", "C", "O", "H", "H", "H", "H", "H", "H", "O", "H", "H", "O"],
  "xyz": [[-0.044, 3.342, -0.860], [0.359, 2.109, -0.582], [-0.012, 1.096, -1.421], [0.246, 4.208, -0.285], [-0.725, 3.578, -1.667], [0.906, 1.729, 0.273], [0.502, 0.283, -1.281], [0.925, -1.986, -0.249], [0.415, -1.292, 1.023], [0.700, -1.110, 0.112], [-1.258, -3.411, 1.135], [-1.297, -4.492, 2.215], [-0.716, -4.055, 1.587]],
  "forces_ev_per_angstrom": [[0.09, 0.49, 0.50], [-0.45, -0.66, -0.80], [-0.04, -0.15, -0.47], [0.07, -0.22, 0.41], [0.20, -0.39, -0.28], [0.32, 0.63, 0.11], [-0.35, 0.50, 0.51], [-0.07, 0.45, 0.27], [0.17, 0.13, -0.42], [0.07, -0.86, 0.22], [-0.32, 0.15, -0.15], [-0.05, 0.01, 0.01], [0.35, -0.08, 0.08]],
  "gap_ev": 8.9,
  "molar_mass_g_mol": 80.1,
  "lumo_energy_ev": 0.351,
  "multiplicity": 1,
  "total_energy_ev": -8345.2255,
  "de_lowest_kcal_mol": 17.9,
  "fmax_ev_per_a": 1.13,
  "smiles": "C=CO.O.O"
}

---

4.
{
  "formula": "C3H7NS2",
  "method": "ωB97M-V with the def2-TZVPD basis set",
  "species": ["N", "C", "H", "S", "S", "C", "C", "H", "H", "H", "H", "H", "H"],
  "xyz": [[-1.369, -2.015, -4.545], [-0.574, -1.267, -4.130], [0.158, -0.577, -3.747], [-0.234, -1.741, 0.698], [-1.289, -0.005, 0.538], [-1.489, -2.985, 0.325], [-2.032, 0.142, 2.177], [-0.995, -3.971, 0.351], [-1.921, -2.833, -0.678], [-2.308, -2.983, 1.064], [-2.723, -0.689, 2.395], [-1.263, 0.176, 2.967], [-2.600, 1.087, 2.199]],
  "forces_ev_per_angstrom": [[1.90, 1.78, 1.00], [-1.66, -1.56, -0.85], [-0.24, -0.23, -0.11], [-0.05, -0.02, -0.05], [0.00, -0.02, 0.07], [-0.52, -0.41, -0.22], [-0.20, 0.02, 0.65], [-0.13, 0.40, 0.03], [0.28, -0.01, 0.41], [0.43, 0.04, -0.23], [0.27, 0.35, -0.21], [-0.26, 0.01, -0.43], [0.21, -0.35, -0.08]],
  "gap_ev": 9.8,
  "molar_mass_g_mol": 121.2,
  "lumo_energy_ev": 0.730,
  "multiplicity": 1,
  "total_energy_ev": -26384.3162,
  "de_lowest_kcal_mol": 19.8,
  "fmax_ev_per_a": 2.79,
  "smiles": "CSSC.C#N"
}

---

5.
{
  "formula": "CH4CsO",
  "method": "ωB97M-V with the def2-TZVPD basis set",
  "species": ["Cs", "C", "O", "H", "H", "H", "H"],
  "xyz": [[18.150, 14.724, -5.849], [16.519, 13.631, -4.241], [15.744, 13.383, -5.401], [15.889, 13.525, -3.358], [17.231, 12.813, -4.131], [17.110, 14.546, -4.203], [14.951, 12.885, -5.190]],
  "forces_ev_per_angstrom": [[3.58, 1.58, -4.86], [-2.06, -2.44, 2.95], [0.75, 1.11, -0.50], [0.03, 0.44, 0.11], [0.44, -0.09, 0.07], [-2.71, -0.64, 2.04], [-0.04, 0.05, 0.18]],
  "gap_ev": 11.8,
  "molar_mass_g_mol": 164.9,
  "total_charge": 1,
  "lumo_energy_ev": -3.709,
  "multiplicity": 1,
  "total_energy_ev": -3689.5698,
  "de_lowest_kcal_mol": 50.0,
  "fmax_ev_per_a": 6.24
}

---

6.
{
  "formula": "C20H51Br3IO7P2S",
  "method": "ωB97M-V with the def2-TZVPD basis set",
  "species": ["C", "C", "Br", "C", "Br", "P", "C", "S", "Br", "I", "P", "O", "O", "O", "H", "H", "H", "H", "H", "H", "H", "H", "H", "H", "H", "C", "C", "O", "C", "C", "H", "H", "H", "H", "H", "H", "H", "H", "H", "H", "C", "C", "O", "C", "C", "H", "H", "H", "H", "H", "H", "H", "H", "H", "H", "C", "C", "O", "C", "C", "H", "H", "H", "H", "H", "H", "H", "H", "H", "H", "C", "C", "O", "C", "C", "H", "H", "H", "H", "H", "H", "H", "H", "H", "H"],
  "xyz": [[-3.046, 1.868, 1.479], [-4.104, 2.846, 1.978], [-3.504, 3.567, 3.693], [-5.606, 2.490, 1.781], [-6.600, 3.913, 2.658], [-6.416, 0.684, 2.136], [-5.349, -0.088, 0.792], [-7.402, -1.349, 2.441], [-8.001, 1.508, 3.798], [-4.695, 0.091, 4.121], [-7.997, 1.078, 0.466], [-8.758, -0.150, 0.138], [-8.990, 2.284, 0.841], [-7.247, 1.569, -0.896], [-2.151, 2.459, 1.265], [-3.330, 1.418, 0.533], [-2.752, 1.120, 2.207], [-3.980, 3.730, 1.355], [-5.838, 2.705, 0.740], [-4.528, -0.646, 1.233], [-5.993, -0.796, 0.272], [-5.018, 0.639, 0.056], [-6.778, -1.661, 3.578], [-9.322, 2.704, 0.039], [-7.481, 0.926, -1.576], [-1.613, -0.497, -3.370], [-1.070, -0.286, -1.965], [-1.889, -0.814, -0.945], [-2.115, -2.213, -0.980], [-0.842, -3.030, -0.853], [-2.632, -0.114, -3.444], [-0.987, 0.026, -4.094], [-1.630, -1.552, -3.646], [-1.010, 0.783, -1.755], [-0.049, -0.681, -1.890], [-2.670, -2.493, -1.884], [-2.772, -2.417, -0.135], [-0.182, -2.895, -1.712], [-1.076, -4.093, -0.782], [-0.292, -2.736, 0.042], [4.017, -2.479, 2.036], [2.501, -2.401, 2.094], [1.843, -3.646, 1.967], [2.118, -4.611, 2.963], [1.745, -4.172, 4.369], [4.337, -3.004, 1.135], [4.434, -1.471, 2.027], [4.432, -3.008, 2.896], [2.139, -1.810, 1.252], [2.176, -1.882, 3.003], [3.171, -4.917, 2.924], [1.526, -5.483, 2.682], [2.361, -3.340, 4.714], [1.886, -4.999, 5.066], [0.702, -3.855, 4.406], [2.268, 2.309, -0.571], [2.407, 1.652, 0.790], [3.752, 1.456, 1.205], [4.528, 2.631, 1.343], [3.990, 3.613, 2.371], [2.836, 1.760, -1.325], [1.220, 2.333, -0.870], [2.633, 3.338, -0.568], [1.972, 0.653, 0.755], [1.847, 2.210, 1.548], [4.653, 3.127, 0.373], [5.515, 2.284, 1.649], [3.031, 4.035, 2.070], [4.690, 4.439, 2.497], [3.851, 3.119, 3.334], [6.892, 0.559, -3.867], [5.540, 0.431, -3.184], [4.483, 1.074, -3.871], [4.214, 0.609, -5.180], [3.818, -0.856, -5.247], [7.126, 1.608, -4.055], [7.670, 0.133, -3.232], [6.919, 0.033, -4.822], [5.576, 0.913, -2.206], [5.300, -0.624, -3.005], [5.065, 0.806, -5.843], [3.389, 1.227, -5.535], [4.639, -1.516, -4.961], [3.525, -1.116, -6.264], [2.980, -1.056, -4.578]],
  "forces_ev_per_angstrom": [[0.53, 0.42, -0.15], [0.05, -0.07, -0.83], [0.02, -0.11, 0.18], [-0.16, 0.13, 1.47], [0.22, 0.84, -0.60], [0.10, 0.17, -0.91], [-0.35, -0.15, -0.16], [-0.17, -0.04, -0.21], [-0.37, -0.62, 0.51], [0.13, 0.00, 0.19], [-0.73, -1.15, 0.73], [0.18, -0.09, -0.26], [0.48, 0.42, -0.17], [0.11, 0.67, 0.05], [0.05, 0.01, 0.09], [-0.04, -0.16, 0.08], [-0.30, -0.20, -0.05], [-0.17, 0.11, 0.03], [0.20, -0.43, -0.18], [0.12, 0.11, 0.00], [-0.01, -0.07, 0.03], [0.16, 0.04, 0.09], [0.07, 0.21, 0.10], [-0.07, 0.07, -0.03], [0.01, -0.15, -0.04], [-0.05, -0.09, 0.02], [0.07, 0.03, -0.04], [-0.10, 0.09, 0.07], [0.00, -0.08, 0.00], [0.11, 0.07, -0.02], [0.01, 0.03, -0.01], [0.00, 0.02, 0.01], [0.04, 0.00, -0.01], [-0.02, 0.00, 0.03], [-0.01, -0.02, -0.02], [0.04, 0.02, -0.02], [0.00, 0.07, 0.02], [-0.02, -0.04, -0.02], [-0.03, 0.00, 0.03], [-0.01, -0.06, 0.03], [0.02, -0.13, 0.07], [-0.01, 0.18, -0.01], [-0.07, -0.10, -0.16], [0.05, -0.03, 0.09], [0.01, 0.10, -0.02], [0.00, 0.04, -0.02], [-0.02, 0.01, -0.03], [0.00, 0.03, 0.02], [-0.02, -0.01, 0.00], [0.04, -0.02, 0.02], [0.01, 0.04, 0.02], [-0.01, 0.02, -0.03], [0.03, -0.02, 0.01], [-0.02, -0.02, -0.01], [-0.01, -0.03, 0.01], [0.17, 0.07, -0.06], [-0.15, -0.06, -0.02], [0.02, -0.09, 0.00], [0.06, 0.06, -0.01], [-0.09, -0.03, -0.01], [-0.04, -0.03, -0.02], [-0.01, -0.03, 0.03], [-0.05, 0.02, 0.02], [0.04, -0.02, 0.04], [0.03, 0.03, 0.00], [-0.03, 0.01, 0.00], [-0.01, -0.03, 0.00], [0.02, 0.03, -0.02], [0.02, -0.01, 0.01], [0.03, 0.01, 0.01], [-0.05, 0.01, -0.11], [0.05, -0.05, 0.08], [-0.05, 0.10, 0.05], [-0.01, -0.04, -0.08], [0.05, -0.02, 0.09], [0.02, 0.01, 0.03], [0.00, 0.01, 0.02], [0.01, -0.04, 0.02], [-0.04, 0.02, 0.00], [0.00, -0.01, -0.04], [0.02, -0.03, 0.02], [0.00, 0.02, 0.03], [0.01, 0.00, -0.04], [-0.02, 0.01, 0.00], [-0.02, 0.01, -0.02]],
  "gap_ev": 6.5,
  "molar_mass_g_mol": 864.3,
  "total_charge": -1,
  "lumo_energy_ev": 1.878,
  "multiplicity": 1,
  "total_energy_ev": -283543.0791,
  "fmax_ev_per_a": 1.54
}